Record 1
{"formula": "C7H18Cl6N4O8", "method": "the ωB97M-V functional and the def2-TZVPD basis", "homo_lumo_gap_ev": 10.6, "e_above_lowest_ev": 0.5498, "smiles": "C[N+](=O)[O-].C[N+](=O)[O-].C[N+](=O)[O-].C[N+](=O)[O-].ClCCl.ClCCl.ClCCl", "energy_ha": -3859.1971, "charge": 0, "elements": ["C", "N", "O", "O", "H", "H", "H", "C", "N", "O", "O", "H", "H", "H", "C", "N", "O", "O", "H", "H", "H", "C", "N", "O", "O", "H", "H", "H", "Cl", "C", "Cl", "H", "H", "Cl", "C", "Cl", "H", "H", "Cl", "C", "Cl", "H", "H"], "positions_angstrom": [[1.05336, 1.21720, -2.76632], [0.18549, 0.37198, -3.63946], [-0.26116, -0.65727, -3.13766], [-0.17157, 0.87180, -4.67325], [1.67123, 1.90042, -3.34902], [1.68720, 0.54542, -2.18747], [0.32143, 1.73601, -2.14727], [2.77305, -2.56858, -2.16747], [2.38034, -1.89544, -0.87925], [3.16211, -2.08125, 0.01914], [1.33882, -1.31251, -0.82055], [2.17288, -3.46246, -2.33739], [3.84694, -2.74449, -2.10491], [2.51128, -1.83699, -2.93189], [-4.95587, 1.35226, -3.97061], [-3.94267, 0.96356, -2.97827], [-3.84990, 1.49644, -1.89585], [-3.09028, 0.13248, -3.33310], [-4.56292, 1.26736, -4.98377], [-5.21103, 2.40017, -3.81291], [-5.76931, 0.62871, -3.91678], [2.36639, -0.61427, 2.82999], [3.35038, 0.27227, 2.21922], [4.38083, 0.34570, 2.81189], [3.07343, 0.71684, 1.09240], [1.41252, -0.28829, 2.41529], [2.49382, -0.63162, 3.91238], [2.59402, -1.57607, 2.37041], [-1.94194, -4.38189, 5.18192], [-1.19208, -3.31259, 3.89754], [0.21733, -2.40366, 4.48993], [-0.87016, -3.94544, 3.07052], [-1.92119, -2.54746, 3.63095], [0.28842, 5.44322, 3.26742], [0.24980, 3.65040, 3.08637], [0.93842, 2.72928, 4.43547], [-0.78985, 3.34579, 2.96614], [0.72687, 3.39306, 2.14071], [-1.85446, -0.00724, 2.42713], [-1.39403, 0.19272, 0.72292], [-0.42632, 1.69960, 0.48333], [-0.69347, -0.59584, 0.44816], [-2.29811, 0.19061, 0.11405]], "nbo_charge": [-0.488, 0.532, -0.382, -0.371, 0.225, 0.230, 0.248, -0.488, 0.551, -0.385, -0.374, 0.242, 0.236, 0.226, -0.490, 0.518, -0.374, -0.377, 0.245, 0.237, 0.243, -0.493, 0.539, -0.356, -0.419, 0.232, 0.233, 0.251, -0.054, -0.365, -0.033, 0.224, 0.231, -0.042, -0.388, -0.022, 0.223, 0.226, -0.040, -0.374, -0.061, 0.240, 0.244]}

Record 2
{"formula": "C13H21N10O2PdS", "method": "the ωB97M-V functional and the def2-TZVPD basis", "homo_lumo_gap_ev": [7.0, 7.0], "e_above_lowest_ev": 0.1830, "energy_ha": -1731.0966, "charge": 3, "elements": ["Pd", "N", "N", "C", "N", "N", "N", "O", "O", "H", "H", "H", "H", "H", "N", "C", "C", "C", "C", "C", "C", "N", "C", "C", "C", "S", "C", "N", "H", "H", "H", "H", "H", "H", "H", "N", "C", "C", "N", "H", "H", "H", "H", "H", "H", "H", "H", "H"], "positions_angstrom": [[0.17479, -0.07866, 0.01254], [0.28001, -0.24970, 2.08520], [1.60685, -0.24327, 2.54872], [2.63245, -0.01424, 1.69538], [3.84624, 0.02272, 2.19768], [2.25311, 0.13291, 0.41372], [3.21687, 0.37370, -0.55168], [2.77293, 0.51725, -1.67596], [4.38334, 0.39713, -0.26518], [-0.21731, 0.54377, 2.49016], [-0.18921, -1.11014, 2.36620], [1.76334, -0.34424, 3.54137], [4.00468, -0.10521, 3.18621], [4.63549, 0.18531, 1.58790], [-3.72143, -1.53235, -0.11838], [-3.13143, -2.78899, -0.15383], [-3.67198, -4.06779, -0.19806], [-2.76910, -5.11358, -0.21509], [-1.38313, -4.89754, -0.18886], [-0.84722, -3.62549, -0.14390], [-1.75050, -2.56310, -0.12562], [-1.54665, -1.19170, -0.07372], [-2.74815, -0.61058, -0.06672], [-2.86952, 0.84456, 0.00598], [-3.97489, 1.64472, 0.05009], [-3.50495, 3.27748, 0.15738], [-1.86591, 2.79920, 0.13554], [-1.66581, 1.51277, 0.05605], [-4.71322, -1.34724, -0.10332], [-4.73933, -4.24248, -0.21285], [-3.13785, -6.12950, -0.24530], [-0.72251, -5.75369, -0.19954], [0.22402, -3.46717, -0.11704], [-5.01794, 1.36850, 0.03458], [-1.06418, 3.52222, 0.19064], [0.27813, 0.22234, -5.27829], [-0.60684, -0.74137, -4.51598], [-0.91069, -0.31496, -3.07901], [0.24851, -0.19050, -2.19546], [0.42112, -0.10954, -6.23829], [1.20687, 0.32067, -4.86012], [-0.13686, 1.15615, -5.34651], [-0.10517, -1.70775, -4.55663], [-1.53203, -0.81067, -5.08534], [-1.56935, -1.08938, -2.68288], [-1.47930, 0.61640, -3.05461], [0.83270, 0.62274, -2.35935], [0.87843, -0.98778, -2.25450]], "nbo_charge": [0.966, -0.562, -0.424, 0.639, -0.717, -0.511, 0.653, -0.437, -0.333, 0.420, 0.425, 0.432, 0.437, 0.471, -0.493, 0.080, -0.194, -0.169, -0.172, -0.266, 0.136, -0.566, 0.460, -0.007, -0.385, 0.604, -0.134, -0.539, 0.451, 0.253, 0.255, 0.249, 0.225, 0.275, 0.251, -0.674, -0.239, -0.260, -0.787, 0.469, 0.446, 0.451, 0.243, 0.262, 0.250, 0.230, 0.422, 0.411]}

Record 3
{"formula": "C14H48O10", "method": "the ωB97M-V functional and the def2-TZVPD basis", "s2": 0.75, "homo_lumo_gap_ev": [9.5, 2.8], "e_above_lowest_ev": 2.2321, "multiplicity": 2, "energy_ha": -1314.0469, "charge": 1, "elements": ["C", "C", "O", "H", "H", "H", "H", "H", "H", "C", "C", "O", "H", "H", "H", "H", "H", "H", "C", "C", "O", "H", "H", "H", "H", "H", "H", "C", "C", "O", "H", "H", "H", "H", "H", "H", "C", "O", "H", "H", "H", "H", "C", "O", "H", "H", "H", "H", "C", "O", "H", "H", "H", "H", "C", "O", "H", "H", "H", "H", "C", "O", "H", "H", "H", "H", "C", "O", "H", "H", "H", "H"], "positions_angstrom": [[-0.05767, 2.76171, 3.60323], [-1.18510, 3.73530, 3.71785], [-2.36966, 3.04107, 4.16512], [0.30263, 2.48604, 4.59434], [0.76523, 3.26217, 3.09286], [-0.42596, 1.91101, 3.02985], [-1.42481, 4.31508, 2.82651], [-0.82280, 4.45565, 4.45128], [-2.25125, 2.52436, 4.96549], [4.24769, -2.37003, 0.68919], [4.71910, -1.26169, -0.33256], [3.67219, -1.05953, -1.19646], [5.09843, -2.58324, 1.33640], [3.92373, -3.33059, 0.28859], [3.49284, -1.94775, 1.35251], [5.62071, -1.38172, -0.93321], [4.80717, -0.35756, 0.26985], [2.84530, -0.88233, -0.74209], [-0.42633, 0.30290, -0.54249], [-0.06863, -0.80650, 0.41605], [1.31925, -0.79069, 0.43089], [-1.44746, 0.61031, -0.31692], [-0.24916, 0.01480, -1.57869], [0.08086, 1.22351, -0.25381], [-0.57809, -1.74208, 0.18529], [-0.44302, -0.59503, 1.41766], [1.61033, -0.05267, 0.97145], [-4.78876, -1.71877, -3.08625], [-3.60971, -0.87205, -3.55607], [-2.93712, -0.27226, -2.53241], [-5.68247, -1.71307, -3.71023], [-5.12198, -1.31042, -2.13214], [-4.43465, -2.72841, -2.87809], [-3.92528, 0.02788, -4.08395], [-3.07799, -1.45418, -4.30872], [-2.65803, 0.58087, -2.87280], [-2.74679, -3.35180, -0.58220], [-3.23671, -2.02425, -0.38415], [-1.75580, -3.49189, -1.01398], [-2.78215, -3.75818, 0.42859], [-3.47720, -3.94429, -1.13317], [-3.08667, -1.46918, -1.15291], [3.13993, 2.61911, 2.24686], [2.04185, 1.79584, 1.73797], [2.89324, 3.41031, 2.95484], [3.85591, 1.96212, 2.74067], [3.63064, 3.00315, 1.35253], [1.30879, 2.33268, 1.42809], [0.21620, -3.98756, 2.33466], [0.68069, -4.82713, 1.37075], [1.04772, -3.32254, 2.56792], [-0.73321, -3.50856, 2.09533], [0.00529, -4.51625, 3.26424], [1.56717, -5.08777, 1.63118], [1.41037, -3.71678, -1.81252], [2.35309, -2.93406, -2.50910], [1.81194, -4.52071, -1.19563], [0.85127, -3.11291, -1.09779], [0.71449, -4.11861, -2.54899], [2.85095, -2.36464, -1.91791], [0.72584, 5.19384, -0.27714], [0.00949, 4.08021, 0.29445], [1.76424, 5.22002, 0.05322], [0.59404, 5.15498, -1.35845], [0.16406, 6.07667, 0.02799], [-0.92452, 4.20729, 0.11258], [-1.51247, 2.94741, -2.45247], [-2.29675, 2.28482, -3.39081], [-1.69955, 2.54260, -1.45787], [-0.44705, 3.05107, -2.65797], [-1.85136, 3.98196, -2.39793], [-1.60649, 2.17111, -4.04824]], "mulliken_spin": [0.000, 0.000, 0.000, 0.000, 0.000, 0.000, 0.000, 0.000, 0.000, 0.002, -0.001, 0.000, 0.000, -0.001, 0.000, -0.001, 0.000, -0.002, 0.000, -0.001, 0.000, 0.000, -0.001, 0.001, 0.001, 0.002, 0.000, 0.000, 0.000, 0.000, 0.000, 0.000, 0.000, 0.000, 0.000, 0.000, 0.004, 0.010, 0.000, 0.000, 0.001, 0.000, 0.000, 0.000, 0.000, 0.000, 0.000, 0.000, 0.000, 0.002, 0.000, 0.000, 0.000, 0.000, 0.112, 0.766, 0.090, 0.023, 0.005, -0.013, 0.000, 0.000, 0.000, 0.000, 0.000, 0.000, 0.000, 0.000, 0.000, 0.000, 0.000, 0.000]}

Record 4
{"formula": "C19H20BN10OOsS", "method": "the ωB97M-V functional and the def2-TZVPD basis", "s2": 8.81, "homo_lumo_gap_ev": [7.2, 4.7], "e_above_lowest_ev": 4.2384, "multiplicity": 6, "energy_ha": -1871.8756, "charge": 2, "elements": ["Os", "C", "C", "N", "N", "C", "B", "N", "C", "C", "C", "N", "N", "C", "C", "C", "N", "N", "C", "C", "C", "N", "H", "H", "H", "H", "H", "H", "H", "H", "H", "H", "H", "H", "N", "C", "S", "N", "C", "C", "C", "C", "C", "C", "H", "H", "H", "H", "H", "H", "H", "H", "O"], "positions_angstrom": [[0.48276, 1.01396, 1.08424], [-0.35289, 4.99815, 2.20963], [-0.10878, 3.67779, 2.52578], [0.06111, 2.97916, 1.38343], [-0.12802, 3.82154, 0.34712], [-0.34904, 5.04862, 0.81503], [-0.03879, 3.02060, -0.94779], [-1.14094, 1.82197, -0.77879], [-1.98243, 1.59254, -1.76555], [-2.77867, 0.49124, -1.52602], [-2.25875, 0.02073, -0.36411], [-1.43704, 0.85774, 0.35805], [1.30581, 2.27402, -0.84597], [2.34253, 2.20627, -1.59803], [3.48947, 1.41328, -1.20035], [3.29999, 0.70187, 0.03672], [2.50436, 1.28902, 0.83278], [-0.20199, 3.74548, -2.23873], [-0.44741, 5.03779, -2.59584], [-0.47534, 5.10243, -3.96000], [-0.23197, 3.77940, -4.37949], [-0.06535, 2.96471, -3.35669], [-0.51830, 5.81746, 2.88641], [-0.02244, 3.19791, 3.48651], [-0.52173, 5.89972, 0.18074], [-2.01699, 2.24484, -2.61999], [-3.62798, 0.13527, -2.07890], [-2.65299, -0.82607, 0.18134], [2.37295, 2.76667, -2.53207], [4.39771, 1.34950, -1.78142], [3.93417, -0.09156, 0.43310], [-0.58767, 5.83955, -1.89287], [-0.64373, 5.97271, -4.56944], [-0.17178, 3.40221, -5.38838], [-0.97984, -2.68613, 2.10247], [0.11948, -2.75506, 1.35027], [0.86878, -1.34759, 0.66914], [0.71728, -3.89888, 1.08834], [0.25705, -5.24735, 1.27600], [1.24201, -6.22714, 1.26125], [0.88651, -7.55514, 1.42387], [-0.44749, -7.90459, 1.58560], [-1.42405, -6.92129, 1.56900], [-1.08366, -5.58389, 1.40984], [-1.30558, -1.76861, 2.36181], [-1.15093, -3.41841, 2.78043], [1.63482, -3.81465, 0.67194], [2.28422, -5.95621, 1.13947], [1.65412, -8.31660, 1.42436], [-0.72491, -8.94183, 1.71148], [-2.46681, -7.19085, 1.66652], [-1.86885, -4.84584, 1.34050], [0.35803, 0.81352, 2.82724]], "nbo_charge": [1.424, -0.287, 0.038, -0.310, -0.318, 0.078, 0.907, -0.382, 0.129, -0.315, 0.059, -0.356, -0.560, 0.115, -0.082, 0.043, -0.272, -0.428, -0.016, -0.318, -0.013, -0.323, 0.272, 0.263, 0.248, 0.272, 0.276, 0.227, 0.249, 0.259, 0.267, 0.217, 0.257, 0.233, -0.758, 0.397, -0.132, -0.536, 0.177, -0.245, -0.167, -0.179, -0.171, -0.284, 0.423, 0.435, 0.434, 0.224, 0.242, 0.242, 0.238, 0.224, -0.415]}